DFT (the ωB97M-V functional and the def2-TZVPD basis) results for 2 unconnected molecules or ions with the total composition CH2BrClO2S3 at a distorted geometry.

The molecular weight is 257.6 Da. The value obtained for the HOMO-LUMO gap (alpha / beta) is 4.2 / 6.8 eV. The energy relative to the best compared isomer or geometry (same formula, charge and spin) is 62.3 kcal per mole.

Each atom is followed by the atoms it is bonded to, with distances in Å.
Geometry (Å):
1 C -1.32158 -0.04481 0.32862  S4 1.845, Cl7 1.787, H9 1.116, H10 1.158
2 O 1.24703 -0.15486 -0.80425  S6 1.523
3 O 1.37633 2.24825 -0.56392  S6 1.477
4 S -0.82375 -1.16688 -1.04828  C1 1.845, S5 1.895
5 S -1.80588 -2.76489 -0.77584  S4 1.895
6 S 2.19726 1.03288 -0.73597  O2 1.523, O3 1.477, Br8 2.251
7 Cl -0.56370 -0.59687 1.85000  C1 1.787
8 Br 3.31920 0.82387 1.20397  S6 2.251
9 H -1.21372 1.06117 0.22461  C1 1.116
10 H -2.41120 -0.43785 0.32107  C1 1.158

Atom charges from the Mulliken analysis, given in e for atoms 1 to 5: -0.50 -0.43 -0.46 0.40 -0.07